Entry 1:
DFT (the ωB97M-V functional and the def2-TZVPD basis) results for the molecule C6H9N.

Results
**HOMO**: -9.53 eV
**Calculated total energy**: -7855.25247 eV
**Largest force on an atom**: 0.492 eV/Å
**ΔE to the lowest compared entry with this formula, charge and spin**: 280.5 kJ/mol
**SMILES string**: C#CC[C@]1(C)CN1
**E_LUMO**: 1.03 eV

Cartesian coordinates (Å):
C  0.6937  0.5339  -1.3890
C  0.2390  0.5075  0.0584
C  -1.0242  -0.3019  0.3278
C  -0.7522  -1.7384  0.2011
C  -0.4475  -2.8993  0.0990
C  1.2362  0.5991  1.1494
N  0.3434  1.7264  0.8540
H  0.3696  -0.3753  -1.9056
H  1.7843  0.5884  -1.4644
H  0.2671  1.3906  -1.9270
H  -1.8220  -0.0044  -0.3651
H  -1.3791  -0.0715  1.3379
H  -0.1888  -3.9321  0.0201
H  1.0511  0.0995  2.1000
H  2.2877  0.6867  0.8765
H  0.8466  2.4400  0.3319

Cartesian forces, eV/Å:
C 0.03 -0.03 -0.04
C 0.04 -0.12 -0.10
C -0.02 0.04 0.04
C 0.14 -0.47 -0.04
C -0.16 0.43 0.04
C 0.17 -0.18 0.10
N -0.01 0.24 -0.06
H 0.11 0.09 0.08
H -0.15 0.06 0.00
H 0.00 -0.14 0.13
H 0.13 -0.05 0.07
H 0.06 -0.06 -0.12
H -0.06 0.18 0.00
H 0.02 0.10 -0.19
H -0.22 -0.04 0.03
H -0.07 -0.07 0.05

---

Entry 2:
DFT (the ωB97M-V functional and the def2-TZVPD basis) results for a structure of composition C29H45N7RuS4 in a non-equilibrium geometry.

Results
**HOMO (spin up / spin down)**: -9.58 / -9.58 eV
**Calculated total energy**: -87150.93612 eV
**Largest force on an atom**: 3.093 eV/Å
**<S²>**: 0.7656
**ΔE to the lowest compared entry with this formula, charge and spin**: 123.8 kJ/mol
**2S+1**: 2
**Net charge**: +1
**E_LUMO (spin up / spin down)**: -3.03 / -3.24 eV

Cartesian coordinates (Å):
Ru  -0.5968  -0.1706  -0.0131
C  -0.5095  -2.5662  -0.8390
C  -0.5831  -2.6214  0.5561
C  -1.7900  -1.9178  0.9385
C  -2.3583  -1.4237  -0.2802
C  -1.5924  -1.8514  -1.3797
C  -1.9872  -1.7213  -2.8316
C  -2.9647  -0.5600  -3.0272
C  -2.6786  -3.0401  -3.2185
C  -0.7617  -1.5218  -3.7303
C  -2.5441  -1.7952  2.2781
C  -1.8205  -0.9117  3.3051
C  -2.8088  -3.1829  2.8843
C  -3.9223  -1.1688  2.0180
C  0.4088  -3.4874  1.3523
C  1.7907  -3.5314  0.6794
C  0.6817  -3.0281  2.7873
C  -0.1513  -4.9226  1.3449
H  0.2295  -3.0793  -1.4367
H  -3.3116  -0.9329  -0.3652
H  -3.9375  -0.7761  -2.5814
H  -3.1220  -0.3884  -4.0944
H  -2.5841  0.3560  -2.5733
H  -3.5471  -3.2277  -2.5832
H  -1.9963  -3.8882  -3.1218
H  -3.0167  -2.9886  -4.2556
H  -0.2863  -0.5621  -3.5326
H  -1.0636  -1.5439  -4.7790
H  -0.0230  -2.3157  -3.5858
H  -0.9686  -1.4095  3.7607
H  -2.5073  -0.6412  4.1075
H  -1.4711  0.0048  2.8427
H  -1.9077  -3.6863  3.2180
H  -3.3187  -3.8319  2.1663
H  -3.4585  -3.0726  3.7550
H  -3.8509  -0.1172  1.7354
H  -4.5102  -1.2339  2.9336
H  -4.4756  -1.7132  1.2485
H  2.2802  -2.5561  0.7405
H  1.7634  -3.8756  -0.3575
H  2.4203  -4.2342  1.2253
H  0.9321  -1.9701  2.8196
H  1.5340  -3.5887  3.1775
H  -0.1496  -3.2106  3.4585
H  -0.2204  -5.3054  0.3229
H  -1.1428  -4.9776  1.7897
H  0.5161  -5.5768  1.9105
N  1.6848  -0.8343  -1.0469
N  2.7694  -0.1569  -0.5095
C  2.6593  0.3978  0.7084
N  3.7649  0.9634  1.2011
S  1.2369  0.3892  1.6219
H  1.8434  -1.8322  -1.0503
H  1.4773  -0.5028  -1.9815
H  3.6300  -0.0944  -1.0323
H  4.6439  0.9622  0.7119
H  3.7208  1.3921  2.1100
S  -1.4211  4.1993  5.6701
C  -1.8638  3.4303  4.2905
S  -0.8383  3.3070  2.9015
C  -2.0079  2.3324  2.0725
N  -3.0800  2.1258  2.7484
N  -3.0203  2.7578  3.9723
C  -4.1641  2.6098  4.8330
C  -4.8635  1.4129  4.8208
C  -5.9613  1.2490  5.6504
C  -6.3600  2.2798  6.4910
C  -5.6710  3.4830  6.4700
C  -4.5752  3.6589  5.6367
S  -1.7245  1.8756  0.3991
H  -4.5491  0.6281  4.1534
H  -6.5045  0.3119  5.6396
H  -7.2062  2.1474  7.1528
H  -5.9870  4.3017  7.1039
H  -4.0593  4.6071  5.6074
C  -1.8708  3.4608  -3.5583
N  -0.7569  3.2811  -2.6192
C  -0.0651  4.4707  -2.1077
C  -0.4227  2.0996  -2.2071
N  -0.1299  1.0369  -1.8269
H  -1.5155  3.9689  -4.4538
H  -2.6520  4.0566  -3.0880
H  -2.2767  2.4909  -3.8323
H  0.3821  5.0195  -2.9356
H  0.7103  4.1672  -1.4109
H  -0.7780  5.1091  -1.5888

Cartesian forces, eV/Å:
Ru 1.10 -2.68 -1.07
C 0.18 0.04 -0.43
C 0.25 0.23 0.78
C -0.08 0.99 0.78
C -0.96 0.06 0.13
C -0.18 0.82 -0.19
C 0.15 -0.03 -0.07
C -0.05 -0.04 0.00
C -0.03 -0.02 0.02
C 0.01 -0.08 0.02
C 0.02 -0.15 -0.03
C 0.06 -0.17 0.05
C -0.14 -0.02 -0.10
C -0.03 -0.02 -0.08
C -0.03 0.05 -0.02
C -0.01 0.07 -0.05
C -0.04 -0.09 0.03
C 0.00 0.00 -0.07
H 0.04 0.14 0.01
H -0.01 0.03 0.04
H 0.03 0.01 -0.01
H -0.02 -0.02 0.03
H -0.01 0.01 -0.01
H 0.03 0.01 -0.03
H -0.02 0.03 -0.02
H 0.01 -0.02 0.03
H 0.00 -0.01 -0.04
H 0.01 -0.02 0.02
H -0.05 0.00 -0.04
H -0.04 0.04 -0.02
H -0.04 -0.02 0.04
H 0.01 0.10 -0.02
H -0.03 0.00 -0.01
H 0.00 0.02 0.04
H 0.02 0.00 -0.03
H 0.00 -0.02 -0.03
H 0.02 0.06 0.03
H 0.01 0.00 0.07
H 0.01 -0.04 0.04
H 0.00 -0.01 0.03
H -0.02 -0.02 -0.03
H 0.04 -0.02 0.02
H -0.03 0.00 -0.01
H 0.03 -0.01 -0.01
H 0.01 0.00 0.05
H 0.03 0.00 -0.01
H -0.02 0.02 -0.02
N 0.13 -0.01 -0.33
N -0.06 0.10 0.02
C 0.00 0.09 0.07
N -0.02 0.02 0.10
S -0.33 0.41 -0.26
H 0.19 -0.01 0.03
H -0.02 0.10 0.03
H 0.04 -0.03 0.02
H 0.02 -0.06 0.03
H 0.00 0.05 -0.03
S 0.06 0.02 0.10
C -0.34 -0.20 -0.06
S 0.36 0.01 -0.14
C 0.22 0.03 -0.07
N -0.10 0.29 0.15
N -0.05 -0.13 -0.01
C 0.15 0.04 -0.17
C 0.02 -0.05 0.04
C 0.00 0.02 0.00
C 0.03 -0.02 -0.02
C 0.00 0.02 0.01
C -0.11 0.17 0.02
S -0.57 -0.33 0.31
H 0.02 -0.09 -0.04
H 0.03 0.03 0.00
H 0.01 0.01 -0.03
H 0.00 -0.02 -0.02
H -0.01 -0.08 0.04
C 0.05 0.00 0.09
N 0.11 -0.13 -0.13
C -0.05 -0.08 -0.04
C -0.13 0.27 0.04
N 0.09 0.38 0.37
H 0.02 0.01 0.00
H 0.00 0.00 0.03
H 0.01 -0.01 0.01
H -0.01 -0.01 -0.03
H -0.01 -0.03 0.02
H -0.03 -0.01 0.02

---

Entry 3:
DFT (the ωB97M-V functional and the def2-TZVPD basis) results for a cluster of 9 separate species, C46H60N13O2S in total in a non-equilibrium geometry.

Results
**HOMO**: -9.29 eV
**Calculated total energy**: -82963.69011 eV
**Largest force on an atom**: 6.219 eV/Å
**ΔE to the lowest compared entry with this formula, charge and spin**: 0.0 kJ/mol
**Net charge**: +1
**E_LUMO**: -4.08 eV

Cartesian coordinates (Å):
C  5.6636  -0.6790  2.5507
C  4.1024  -0.5872  2.5471
C  3.3524  -0.7224  3.8047
C  1.8936  -0.6286  3.7614
C  1.1739  -0.4222  2.4943
C  1.8937  -0.2898  1.2395
C  1.2504  -0.0370  -0.1633
N  0.3384  1.1533  -0.1768
C  0.9791  2.4218  -0.5540
C  1.7968  3.1039  0.6361
O  3.0058  3.6484  0.0187
C  4.1347  3.2658  0.7216
O  5.0312  2.6768  0.1851
C  -0.9115  0.9255  0.1940
N  -1.4177  -0.3306  0.5537
C  -2.7477  -0.2133  0.8737
N  -2.9978  1.1364  0.7117
S  -4.6337  1.6177  1.0495
N  -1.9413  1.8735  0.2909
C  -2.0763  3.3171  0.0361
N  -1.2781  4.1444  1.0005
C  3.3671  -0.3663  1.3180
H  6.0284  -1.1127  1.5835
H  6.0713  0.3541  2.7057
H  5.9957  -1.3581  3.3739
H  3.9315  -0.9059  4.7372
H  1.3502  -0.7251  4.7302
H  0.0672  -0.3606  2.5343
H  0.7401  -0.9512  -0.5772
H  2.1254  0.1185  -0.8560
H  0.3418  3.1544  -1.0992
H  1.7853  2.1522  -1.2951
H  2.0633  2.3796  1.4455
H  1.2682  3.9783  1.0843
H  4.2699  3.5407  1.8080
H  -3.4435  -1.0169  1.1835
H  -5.1614  0.8645  2.0749
H  -3.1165  3.7187  0.0937
H  -1.7504  3.4938  -1.0277
H  -1.9752  4.4404  1.6990
H  -0.7275  3.4452  1.5200
H  3.9500  -0.2377  0.3696
N  -7.8706  0.4114  2.1354
C  -8.9327  1.2356  2.4063
C  -9.6902  0.6393  3.3782
C  -9.0620  -0.5891  3.7136
C  -7.9413  -0.7025  2.9342
H  -7.1533  0.5947  1.4591
H  -9.0556  2.1703  1.8832
H  -10.5962  1.0399  3.8041
H  -9.3965  -1.3076  4.4454
H  -7.1907  -1.4754  2.8759
N  -5.6994  1.1463  -1.9785
C  -6.9859  0.6808  -2.0637
C  -7.3467  0.6778  -3.3857
C  -6.2360  1.1536  -4.1293
C  -5.2346  1.4318  -3.2362
H  -5.1781  1.2595  -1.1242
H  -7.5317  0.3943  -1.1780
H  -8.3024  0.3671  -3.7769
H  -6.1783  1.2771  -5.1992
H  -4.2347  1.8081  -3.3851
N  6.5409  2.4902  -2.2112
C  7.4445  3.4874  -1.9667
C  8.3108  3.5462  -3.0304
C  7.9095  2.5491  -3.9550
C  6.8132  1.9163  -3.4231
H  5.7904  2.2207  -1.5937
H  7.3952  4.0665  -1.0588
H  9.1390  4.2296  -3.1327
H  8.3712  2.3204  -4.9040
H  6.2065  1.1079  -3.8005
N  9.5287  0.3052  -1.5942
C  9.2563  0.3027  -0.2541
C  10.0383  -0.6591  0.3351
C  10.8168  -1.2559  -0.6895
C  10.4826  -0.6382  -1.8675
H  9.0945  0.9090  -2.2740
H  8.5306  0.9829  0.1633
H  10.0509  -0.9056  1.3854
H  11.5405  -2.0476  -0.5759
H  10.8388  -0.7888  -2.8744
N  -8.7431  -3.2447  6.5054
C  -10.0392  -3.6837  6.5283
C  -10.3482  -4.0217  7.8210
C  -9.1958  -3.7719  8.6099
C  -8.2239  -3.2910  7.7721
H  -8.2496  -2.9359  5.6868
H  -10.6269  -3.7183  5.6241
H  -11.2973  -4.4047  8.1637
H  -9.0920  -3.9268  9.6721
H  -7.2102  -2.9794  7.9660
N  -12.2151  -6.1995  5.3828
C  -11.7333  -6.0983  4.1056
C  -12.5728  -6.8012  3.2800
C  -13.6040  -7.3429  4.0890
C  -13.3577  -6.9525  5.3801
H  -11.7945  -5.7841  6.1971
H  -10.8365  -5.5376  3.8958
H  -12.4597  -6.9131  2.2130
H  -14.4332  -7.9499  3.7614
H  -13.8945  -7.1457  6.2948
N  4.0261  1.3847  -5.6333
C  4.5131  1.4805  -6.9084
C  3.6669  0.7897  -7.7372
C  2.6254  0.2606  -6.9326
C  2.8723  0.6462  -5.6404
H  4.4493  1.7933  -4.8180
H  5.4180  2.0294  -7.1146
H  3.7821  0.6775  -8.8035
H  1.7894  -0.3351  -7.2642
H  2.3296  0.4590  -4.7274
N  10.7853  0.4160  -5.7842
C  11.6919  1.4145  -5.5402
C  12.5560  1.4699  -6.6023
C  12.1543  0.4716  -7.5267
C  11.0593  -0.1595  -6.9969
H  10.0363  0.1488  -5.1696
H  11.6432  1.9954  -4.6328
H  13.3847  2.1525  -6.7053
H  12.6162  0.2425  -8.4741
H  10.4530  -0.9667  -7.3752

Cartesian forces, eV/Å:
C -0.96 -0.03 -0.14
C -1.43 -0.12 0.36
C -1.13 0.37 -2.46
C 1.45 0.14 -1.36
C 1.64 -0.02 0.44
C 1.58 -0.25 1.90
C 1.12 -1.06 0.49
N 0.44 -0.75 -0.38
C 1.54 0.58 -0.06
C -0.37 0.62 -0.15
O 0.30 -0.93 1.26
C 0.80 -0.16 -0.23
O -0.58 0.38 0.17
C -2.10 -0.49 0.52
N -0.92 0.48 0.16
C 4.90 3.26 -2.01
N -3.90 -3.73 1.94
S -0.75 1.86 -0.29
N 0.36 -1.31 0.28
C 0.77 1.77 -0.76
N -1.16 -1.65 0.17
C -1.02 -0.02 0.75
H -0.25 0.57 0.85
H -0.12 -1.01 -0.18
H -0.22 0.70 -0.62
H -0.78 0.19 -0.74
H 0.30 0.10 -1.09
H 0.96 -0.14 -0.09
H 0.14 1.05 0.69
H -1.12 0.33 0.56
H 0.16 -0.70 0.74
H -0.95 0.21 0.70
H -0.33 0.35 -0.78
H 0.20 -0.81 -0.40
H -0.91 0.00 -0.83
H 0.52 0.89 -0.32
H 1.46 0.02 0.01
H 0.55 -1.15 -0.12
H -0.18 -0.21 1.14
H 0.60 0.20 -0.24
H 0.08 0.74 -0.13
H -0.54 -0.19 0.95
N 0.12 0.07 0.14
C -0.09 0.12 0.00
C 0.03 0.13 -0.07
C 0.19 -0.09 -0.04
C 0.07 -0.13 0.08
H -0.29 -0.11 -0.20
H -0.04 -0.06 0.02
H 0.05 -0.03 -0.03
H -0.04 0.07 -0.03
H -0.09 -0.02 -0.02
N 0.17 -0.01 -0.11
C -0.05 0.01 0.07
C -0.06 -0.05 0.14
C 0.16 0.05 -0.03
C 0.01 0.03 -0.04
H -0.32 -0.11 -0.40
H -0.04 0.00 -0.08
H 0.06 0.02 0.03
H -0.01 -0.01 0.06
H -0.06 -0.01 -0.05
N -0.02 -0.09 -0.22
C -0.03 -0.07 0.04
C 0.03 0.10 0.17
C 0.05 -0.17 -0.21
C -0.09 -0.04 0.09
H 0.19 0.17 0.00
H 0.03 -0.03 -0.05
H -0.05 -0.04 0.00
H -0.03 0.06 0.02
H 0.15 -0.06 0.02
N 0.05 -0.05 0.03
C -0.09 0.00 -0.02
C -0.11 0.07 0.07
C 0.07 -0.06 -0.11
C -0.10 0.03 -0.03
H -0.01 0.08 0.04
H 0.05 -0.01 -0.01
H 0.02 0.02 -0.05
H -0.03 0.05 -0.01
H 0.05 -0.02 0.07
N -0.03 0.00 0.08
C -0.05 -0.03 -0.13
C -0.08 -0.02 -0.16
C 0.16 0.03 0.05
C 0.04 0.00 0.00
H -0.04 -0.04 0.09
H -0.01 0.03 0.06
H 0.03 0.07 0.02
H -0.01 0.01 -0.06
H -0.06 -0.03 0.03
N -0.09 0.02 -0.03
C 0.06 0.02 0.03
C 0.11 0.09 -0.06
C -0.10 -0.03 0.11
C 0.02 -0.01 0.04
H 0.03 -0.08 -0.08
H -0.03 -0.07 -0.02
H -0.01 0.01 0.06
H 0.04 0.03 0.02
H 0.02 -0.01 -0.07
N -0.08 -0.01 0.00
C 0.08 0.00 0.00
C 0.11 0.08 -0.02
C -0.12 -0.04 0.11
C 0.00 -0.01 0.05
H 0.00 0.07 -0.15
H -0.05 -0.04 -0.01
H 0.00 0.01 0.06
H 0.05 0.03 0.01
H 0.01 -0.03 -0.06
N 0.04 0.07 -0.06
C -0.02 0.04 0.12
C -0.02 0.10 0.12
C -0.09 -0.11 -0.06
C -0.05 -0.09 -0.01
H 0.06 0.02 -0.08
H 0.04 -0.03 -0.04
H -0.05 -0.03 0.01
H -0.03 0.01 0.05
H 0.06 0.03 0.00

---

Entry 4:
DFT (the ωB97M-V functional and the def2-TZVPD basis) results for the molecule C2H3BrN2S in a non-equilibrium geometry.

Results
**HOMO**: -8.51 eV
**Calculated total energy**: -85978.14600 eV
**Largest force on an atom**: 2.822 eV/Å
**ΔE to the lowest compared entry with this formula, charge and spin**: 177.8 kJ/mol
**SMILES string**: BrN1CSC=N1
**E_LUMO**: -0.17 eV

Cartesian coordinates (Å):
C  0.2074  -1.2400  -1.0999
C  -0.1517  0.6842  0.4527
N  0.6828  -0.1999  -1.6323
N  0.5813  0.9324  -0.9406
S  -0.6247  -1.0561  0.4395
Br  -0.2038  2.3557  -1.9618
H  0.3227  -2.2106  -1.5379
H  0.6106  0.8681  1.2069
H  -1.0067  1.3400  0.5813

Cartesian forces, eV/Å:
C -0.10 0.23 0.60
C 0.74 0.30 -1.32
N 0.23 -0.87 -1.77
N -0.77 1.02 2.51
S -0.11 0.06 0.02
Br 0.06 -0.55 0.22
H 0.03 -0.26 -0.20
H -0.09 0.04 -0.03
H 0.02 0.03 -0.04